DFT (ωB97M-V with the def2-TZVPD basis set) results for a cluster of 20 separate species, C84H204N4O20 in total in a non-equilibrium geometry.

Geometry as XYZ:
```
312
C84H204N4O20 (ωB97M-V with the def2-TZVPD basis set)
O 5.141 -5.121 -5.994
O 7.412 1.798 2.996
O -6.167 0.605 3.138
O 3.961 5.552 -3.607
O -8.115 -0.731 -3.984
O 8.801 -0.896 0.435
O 5.203 1.320 4.697
O 1.851 5.877 3.416
O -2.826 -5.453 -2.616
O 2.035 -3.070 3.183
O -4.781 5.062 2.248
O 5.766 -5.948 -3.239
O -3.096 4.057 -2.754
O -0.729 -4.511 -6.638
O 0.470 0.036 -6.506
O -5.483 5.412 -1.941
O 2.635 1.520 -1.119
O 1.602 -2.302 5.956
O -0.360 -7.898 3.809
O -1.247 2.674 8.304
N -7.058 -0.454 3.562
N 1.767 0.814 -0.311
N -2.352 4.499 -3.844
N -2.726 -5.473 -1.162
C 4.236 -4.079 3.176
C 4.733 -5.722 -2.431
C 0.303 -0.463 7.143
C -0.027 4.792 -5.579
C 0.401 -3.363 -4.943
C -2.276 -4.818 1.594
C 4.335 2.087 5.545
C 0.588 -4.138 -6.259
C 4.098 3.463 4.899
C -8.768 -2.080 2.690
C -6.384 -2.270 -4.814
C 0.330 -1.143 -0.001
C 2.712 7.999 3.676
C 0.645 4.095 8.153
C 4.280 -4.270 -2.456
C -1.082 -7.177 -1.111
C 2.496 6.875 2.699
C 3.086 1.257 5.776
C -1.395 6.275 -2.277
C 4.898 -6.206 -1.001
C -7.871 -0.871 2.419
C -0.364 5.921 -4.522
C 4.981 -2.720 -6.104
C -1.761 5.830 -3.761
C -3.069 6.306 3.466
C 7.529 3.048 2.547
C -6.062 -0.772 5.811
C 1.181 -6.066 4.015
C 1.994 1.725 -7.367
C -8.850 0.295 2.120
C 2.567 -0.098 -5.580
C 4.555 4.777 -2.570
C -3.672 -4.558 -0.435
C 2.349 -1.243 -1.482
C 1.395 -5.470 -6.059
C -6.420 4.369 -2.157
C -7.250 -2.659 4.684
C -0.419 -4.796 -1.096
C 3.447 -2.813 3.389
C 1.180 -0.367 -1.004
C 7.652 -1.491 -0.200
C -0.799 3.883 7.756
C -2.604 4.249 1.964
C 0.238 0.845 1.647
C 3.784 -1.620 2.523
C -1.397 -5.905 0.963
C -6.336 -1.466 4.434
C 7.025 -2.787 0.499
C 2.070 -8.571 3.830
C -2.737 6.811 -4.363
C -0.842 -2.273 5.737
C 0.409 -1.410 5.941
C -3.439 -3.013 -0.779
C -1.604 2.154 -4.404
C 5.515 -3.972 -6.798
C -7.874 -3.224 3.372
C 2.108 2.539 1.391
C 1.060 1.728 0.638
C -1.314 4.101 -6.019
C -7.080 -1.203 1.110
C -5.212 -4.943 -0.779
C 1.018 -7.527 3.481
C -7.940 4.850 -2.107
C 4.998 -4.283 -8.079
C 5.868 5.538 -2.301
C -1.396 -5.838 -0.586
C -6.926 -1.423 -3.681
C -6.105 3.259 -1.174
C 1.586 7.304 1.578
C 1.477 0.892 -6.151
C -3.620 3.191 -5.496
C -5.087 -1.974 3.650
C -0.521 -0.229 0.927
C 4.757 3.329 -2.880
C -0.906 3.783 6.239
C -3.567 4.914 2.903
C -2.214 3.480 -4.933
C 0.339 -0.035 -2.188
C 0.135 2.757 -0.098
C 6.182 3.299 1.907
C -5.857 -0.528 -3.068
C 8.782 3.108 1.724
C 6.635 -0.320 -0.229
C -3.657 -4.794 1.058
H 6.131 4.335 1.572
H 0.986 -3.528 -7.071
H -8.384 1.105 1.560
H -2.521 4.842 1.053
H 1.821 -9.481 3.285
H 2.087 -2.148 -2.030
H -7.972 0.031 -4.549
H -3.701 2.631 -6.428
H -0.701 -2.895 4.854
H -9.053 -2.471 1.713
H -5.016 5.949 1.966
H -6.506 -2.129 1.116
H -2.255 -5.189 2.619
H 0.094 -0.938 -2.748
H 6.678 1.859 3.612
H -4.952 -0.912 -2.599
H 0.904 5.127 7.917
H -1.644 4.152 2.470
H -9.759 -1.754 3.008
H -1.050 -5.134 -5.982
H -4.262 -4.023 1.537
H -0.065 -7.338 -0.755
H 2.121 7.964 0.894
H -7.120 -3.713 2.755
H 3.624 -1.755 1.453
H 1.349 -6.058 -6.976
H -0.295 -3.943 -4.338
H 3.431 3.388 4.040
H -2.572 3.384 -2.313
H 0.787 0.740 -2.811
H -9.688 -0.108 1.550
H 3.467 6.594 2.290
H -2.273 6.336 -1.634
H 8.592 -0.488 1.279
H 3.557 7.711 4.302
H -1.082 -0.800 1.667
H 1.819 8.345 4.196
H 2.378 3.397 0.776
H -0.045 3.248 5.839
H 1.333 6.381 1.057
H -8.088 -2.417 5.338
H -6.942 -0.483 6.386
H -4.400 -2.442 4.355
H 3.055 2.075 1.665
H 5.256 -3.501 -8.793
H 2.874 8.915 3.107
H -4.075 -5.786 1.229
H -2.629 -2.525 -0.237
H 1.302 6.365 4.035
H 1.943 -8.788 4.890
H -6.144 3.854 -3.078
H -0.479 1.564 2.043
H 3.708 3.054 -2.767
H -6.683 2.393 -1.500
H 6.620 5.238 -3.031
H 1.254 3.360 7.626
H -3.434 -6.175 -2.788
H 0.526 5.137 -6.452
H -5.504 0.127 5.547
H -5.470 -2.818 -4.586
H -1.858 4.719 -6.734
H 1.182 1.558 -5.340
H -2.828 6.592 -5.427
H 1.674 2.878 2.331
H 0.622 -5.028 -0.874
H 0.685 7.888 1.767
H -1.623 -1.704 5.234
H 3.087 -1.538 -0.737
H -1.041 7.293 -2.440
H 5.365 2.729 -2.204
H 4.738 2.142 6.556
H 6.145 -6.793 -2.986
H 3.987 -6.182 -3.080
H -3.235 -3.053 -1.849
H -6.068 -1.535 -5.555
H -4.573 5.164 -2.122
H 6.293 5.273 -1.333
H 6.674 -2.718 1.528
H 1.220 0.022 7.476
H 2.445 -5.342 -5.796
H -1.376 0.132 0.356
H 3.917 -4.412 -8.030
H 3.485 1.212 -0.795
H 0.569 6.054 -3.974
H -3.817 6.817 4.072
H 0.650 -0.879 5.020
H -0.655 0.233 -1.829
H 0.329 -5.498 3.640
H 5.457 -5.237 -8.337
H -5.938 -4.681 -0.009
H -1.762 -7.952 -0.757
H 6.590 -3.845 -6.924
H 1.076 -1.687 0.579
H 7.601 3.650 3.453
H 5.003 -5.269 -0.453
H -0.018 -1.057 7.998
H 2.825 -0.898 -6.273
H 5.085 -3.776 -1.911
H 6.307 -0.135 0.794
H -6.700 -3.419 5.239
H -5.404 0.246 -3.687
H 1.139 2.299 -7.724
H 6.950 0.596 -0.728
H 9.052 4.118 1.416
H 1.191 -6.147 5.102
H -8.155 5.586 -2.882
H 0.659 4.113 -5.073
H 3.589 6.295 -3.126
H 5.797 6.609 -2.491
H -0.083 3.726 0.352
H -5.292 -6.030 -0.809
H 3.908 4.820 -1.695
H 2.830 -0.740 -2.321
H -3.757 6.628 -4.024
H -1.126 -7.269 -2.196
H -2.569 7.888 -4.375
H 1.363 -3.361 -4.431
H -8.670 4.046 -2.194
H -6.567 1.339 3.611
H 3.308 -4.203 -1.968
H -7.700 -1.370 0.229
H 7.809 -3.528 0.655
H 3.207 -0.753 2.844
H -0.467 -1.745 -0.437
H 3.551 0.341 -5.415
H -1.695 -3.896 1.599
H 5.542 -4.990 -5.131
H 5.041 3.977 4.712
H 4.980 3.017 -3.901
H 5.070 -1.906 -6.824
H 5.626 -0.557 -0.565
H -2.751 7.075 2.763
H -5.421 -1.355 6.472
H -0.676 4.813 5.964
H -0.674 -3.797 -0.742
H -4.091 4.130 -5.788
H -1.856 3.318 5.976
H -0.665 2.392 -3.906
H 4.856 -1.429 2.489
H -1.802 -6.882 1.223
H -2.211 1.674 -3.636
H -1.345 1.415 -5.163
H 8.815 2.493 0.825
H 0.779 -6.003 -5.336
H -3.749 4.110 3.616
H 3.116 -8.281 3.731
H 0.667 2.952 -1.030
H 5.705 -2.415 -5.348
H 2.693 2.513 -7.087
H -0.529 5.823 -1.793
H -2.929 3.237 1.722
H -9.235 0.683 3.064
H 0.744 3.931 9.226
H -1.921 2.338 7.708
H 3.834 -4.922 2.614
H -4.599 -1.073 3.277
H 3.304 0.236 6.088
H 2.461 1.225 -8.216
H -5.078 2.959 -0.969
H -0.399 -5.860 1.400
H 1.600 -2.692 5.079
H -1.114 3.286 -6.714
H 2.461 1.108 4.896
H -6.437 3.419 -0.148
H 6.059 2.744 0.977
H 3.993 -2.748 -5.645
H -1.225 -2.859 6.573
H -8.584 -3.957 3.755
H -2.196 6.085 4.080
H 1.025 -7.616 2.395
H 3.573 -2.564 4.443
H 1.969 -3.305 2.255
H 5.784 -6.783 -0.737
H 5.203 0.411 5.006
H 4.067 -6.813 -0.641
H 5.202 -3.815 2.746
H 0.599 -0.043 -7.454
H 5.309 3.087 2.525
H 2.266 -0.604 -4.662
H -0.439 6.782 -5.187
H -5.279 -2.719 2.878
H -0.544 -4.759 -2.179
H -8.141 5.463 -1.229
H -1.325 4.761 8.132
H -4.084 2.777 -4.601
H -6.365 -0.060 -2.224
H -7.109 -2.146 -2.886
H -0.838 2.303 -0.282
H 0.655 0.443 2.571
H 3.569 4.057 5.644
H 9.580 2.622 2.286
H 0.030 -2.347 -5.078
H 6.277 -3.324 -0.085
H 4.533 -4.479 4.146
H 4.324 -3.940 -3.494
H 7.971 -1.818 -1.190
H -0.513 0.240 6.977
H -0.578 -7.607 4.698
H 2.130 -5.635 3.694
H -5.467 -4.658 -1.799
H -4.366 -2.451 -0.663
H -6.509 -0.294 0.918
H -7.224 -2.819 -5.241
H 2.574 1.733 6.613
```

Output
**DFT total energy**: -137312.617 eV
**Energy relative to the best compared isomer or geometry (same formula, charge and spin)**: 9.090 eV
**Gap between HOMO and LUMO**: 8.2 eV
**F_max**: 5.0 eV/A

Results of the Mulliken charge analysis, in e, for atoms 1 through 5:
1. O -0.535
2. O -0.551
3. O -0.226
4. O -0.579
5. O -0.584